Molecular formula: C41H65N12O9
Method: DFT, the ωB97M-V functional and the def2-TZVPD basis

Gap between HOMO and LUMO = 3.2 eV
HOMO energy = -8.963 eV
Charge = +1
Strongest force on any atom = 12.96 eV/Å

Positions of all 127 atoms, in Å:
1 C 1.566 -39.515 -6.811
2 C 1.548 -39.046 -5.407
3 C 2.467 -39.962 -4.454
4 C 3.956 -39.634 -4.560
5 C 4.214 -38.193 -4.283
6 C 3.325 -37.241 -5.171
7 N 1.917 -37.646 -5.282
8 O 1.139 -36.782 -5.786
9 C 3.923 -37.038 -6.556
10 C 3.297 -35.804 -4.519
11 C 0.120 -39.182 -4.911
12 H 1.343 -40.569 -6.929
13 H 2.446 -39.418 -7.308
14 H 1.074 -38.970 -7.508
15 H 2.157 -40.995 -4.569
16 H 2.209 -39.822 -3.260
17 H 4.176 -40.107 -5.541
18 H 4.492 -40.288 -3.847
19 H 5.288 -37.992 -4.282
20 H 3.967 -38.184 -3.151
21 H 3.392 -36.612 -7.203
22 H 4.069 -37.998 -7.114
23 H 5.023 -36.589 -6.828
24 H 2.760 -35.068 -5.093
25 H 4.273 -35.354 -4.210
26 H 2.798 -35.800 -3.561
27 H -0.023 -38.845 -3.869
28 H -0.331 -40.224 -4.877
29 H -0.631 -38.510 -5.227
30 N -3.692 -42.763 -2.828
31 C -4.405 -43.202 -3.960
32 C -4.179 -42.147 -5.065
33 C -3.398 -41.038 -4.458
34 C -3.075 -41.517 -2.981
35 H -3.626 -43.189 -1.800
36 H -5.117 -44.084 -4.019
37 H -4.592 -42.315 -6.015
38 H -3.206 -40.089 -4.942
39 H -2.435 -41.117 -2.375
40 N -2.936 -42.302 -10.396
41 C -1.597 -42.283 -10.529
42 C -0.970 -41.498 -9.455
43 C -2.144 -41.054 -8.553
44 C -3.388 -41.611 -9.329
45 H -3.512 -42.746 -11.059
46 H -0.930 -43.001 -11.282
47 H 0.026 -41.298 -9.290
48 H -2.088 -40.478 -7.794
49 H -4.293 -41.538 -9.136
50 N 4.446 -35.848 -0.025
51 C 5.186 -36.728 -0.830
52 C 5.761 -35.805 -1.939
53 C 5.406 -34.435 -1.673
54 C 4.471 -34.580 -0.361
55 H 4.054 -36.136 0.687
56 H 5.197 -37.930 -0.517
57 H 6.434 -36.083 -2.958
58 H 5.838 -33.645 -2.267
59 H 3.803 -33.897 0.293
60 N 3.554 -44.203 -6.968
61 C 4.548 -45.016 -6.475
62 C 4.627 -44.863 -5.000
63 C 3.691 -43.784 -4.756
64 C 2.934 -43.383 -5.968
65 H 2.914 -44.436 -7.798
66 H 4.941 -45.695 -7.057
67 H 5.421 -45.460 -4.408
68 H 3.221 -43.334 -3.888
69 H 2.245 -42.706 -6.116
70 N 5.916 -31.269 -6.381
71 C 7.117 -31.566 -5.798
72 C 7.467 -32.897 -6.265
73 C 6.348 -33.465 -7.139
74 C 5.391 -32.384 -7.081
75 H 5.456 -30.440 -6.194
76 H 7.877 -31.113 -5.014
77 H 8.276 -33.550 -6.069
78 H 6.256 -34.433 -7.619
79 H 4.478 -32.314 -7.578
80 N -2.857 -38.054 0.102
81 C -3.280 -38.377 -1.105
82 C -2.163 -38.105 -2.089
83 C -1.135 -37.214 -1.288
84 C -1.791 -37.193 0.181
85 H -3.315 -38.001 1.038
86 H -4.045 -39.058 -1.368
87 H -2.008 -38.369 -3.129
88 H -0.346 -36.771 -1.656
89 H -1.438 -36.587 0.992
90 N 6.226 -42.158 -6.370
91 C 6.077 -41.257 -7.349
92 C 7.136 -40.233 -7.130
93 C 7.920 -40.602 -5.934
94 C 7.259 -41.899 -5.389
95 H 5.487 -43.188 -6.301
96 H 5.140 -41.147 -8.065
97 H 7.063 -39.344 -7.732
98 H 8.558 -40.058 -5.402
99 H 7.329 -42.464 -4.441
100 C 2.030 -39.006 0.827
101 N 2.279 -39.107 -0.631
102 O 3.085 -39.873 -1.040
103 O 1.764 -38.265 -1.259
104 H 1.708 -38.006 1.205
105 H 3.060 -39.147 1.145
106 H 1.447 -39.770 1.171
107 C -0.615 -44.652 -2.500
108 N -0.052 -43.790 -3.592
109 O -0.204 -44.334 -4.735
110 O 0.598 -42.751 -3.386
111 H -1.529 -44.902 -2.818
112 H -0.822 -44.173 -1.694
113 H 0.236 -45.075 -2.265
114 C 9.390 -39.099 -2.254
115 N 8.005 -39.753 -2.413
116 O 8.073 -40.991 -2.526
117 O 7.096 -39.057 -2.861
118 H 9.993 -39.800 -1.686
119 H 9.391 -38.215 -2.034
120 H 9.897 -39.204 -3.201
121 C 2.721 -35.900 -10.406
122 N 2.795 -37.312 -10.773
123 O 2.025 -37.656 -11.631
124 O 3.240 -38.075 -9.940
125 H 2.206 -35.515 -11.374
126 H 3.883 -35.668 -10.260
127 H 2.255 -35.659 -9.483